P | The molecule C3H6N2OS2, computed with ωB97M-V with the def2-TZVPD basis set.

```
14
Properties=species:S:1:pos:R:3:mulliken_charge:R:1
N 0.6829 -1.7770 -0.1200 -0.3923
H 0.9485 2.0859 -0.2420 0.2274
O -1.3411 -0.2921 0.0214 -0.2362
C -2.4051 0.5974 0.0290 -0.5171
H -2.3044 1.2586 0.9388 0.2313
H 1.4873 -2.3095 0.1771 0.2291
H -2.3419 1.2104 -0.8846 0.2409
C 2.2106 0.1728 -0.0094 0.2805
C 0.8274 -0.4448 -0.0052 0.3463
H -3.2843 -0.0171 0.0504 0.2468
S 3.6389 -0.6294 0.0288 -0.2761
S 2.2728 1.8941 -0.0124 -0.1913
H -0.2348 -2.1457 0.0410 0.2795
N -0.1568 0.3964 -0.0130 -0.4686
```

The LUMO energy is -0.77 eV. Its multiplicity is 1. The SMILES is CO/N=C(\N)C(=S)S. Its orbital gap is 0.3009 Ha. For the molar mass, the calculation gives 150.23 Da. The HOMO energy is -8.958 eV.

Q | The molecule C3H6N2OS2, computed with ωB97M-V with the def2-TZVPD basis set.

```
14
Properties=species:S:1:pos:R:3:mulliken_charge:R:1
H -3.3091 0.3879 -0.2017 0.2882
O -0.7859 0.7703 -1.0945 -0.6295
H 2.4352 1.9982 0.2776 0.2266
H -2.7583 -1.2313 0.5248 0.3609
S 4.0916 -0.1254 -0.0521 -0.3018
C 2.4098 -0.0063 -0.1329 0.2301
N -0.1444 -1.3661 -0.1752 -0.3794
S 1.5897 -1.5341 -0.5754 0.0254
H -0.2183 -1.4823 0.8965 0.3029
H 0.8246 1.4694 -0.5789 0.2666
H -2.3893 0.2568 1.2605 0.3224
N 1.7135 1.2336 -0.1545 -0.3554
C -1.0893 -0.1357 -0.3306 0.7800
C -2.3699 -0.2350 0.3363 -1.1369
```

The LUMO energy is 0.21 eV. Its multiplicity is 1. The SMILES is CC(=O)NSC(N)=S. Its orbital gap is 0.3217 Ha. For the molar mass, the calculation gives 150.23 Da. The HOMO energy is -8.540 eV.

R | The molecule C3H6N2OS2, computed with ωB97M-V with the def2-TZVPD basis set.

```
14
Properties=species:S:1:pos:R:3:mulliken_charge:R:1
O -1.8011 -0.6321 2.0317 -0.3548
H 1.9604 -0.2367 -0.8666 0.3616
S 1.5853 1.0173 1.6601 -0.0157
H -0.2222 0.7420 -1.5826 0.2347
N 1.0778 -0.4007 1.0836 -0.4495
H 1.0635 -1.8072 -0.5144 0.3191
H -0.2157 -0.9614 -2.0220 0.3465
C -0.1364 -0.3220 -1.0585 -0.5449
H -2.1155 -0.6079 -0.8863 0.2281
S 0.7059 2.6138 0.5580 -0.2718
H -0.3805 2.4364 1.2294 0.1396
C -1.3333 -0.5693 0.9570 0.4571
C 1.1460 -0.6989 -0.2773 -0.4065
N -1.3341 -0.5733 -0.3122 -0.0434
```

The LUMO energy (alpha / beta) is -0.18 / -0.18 eV. Its multiplicity is 1. Its orbital gap (alpha / beta) is 0.2668 / 0.2669 Ha. For the molar mass, the calculation gives 150.23 Da. The HOMO energy (alpha / beta) is -7.443 / -7.445 eV.

S | A structure of composition C3H6N2OS2, computed with ωB97M-V with the def2-TZVPD basis set.

```
14
Properties=species:S:1:pos:R:3:mulliken_charge:R:1
S 0.4036 1.0730 -0.7002 -0.0657
H 1.3969 -1.8325 0.3331 0.1642
C -2.7612 0.0874 -0.2423 -0.7882
H 3.5064 0.1308 0.7465 0.2825
H -2.5226 1.3232 -0.3708 0.2413
C -1.4222 -0.4977 0.3130 -0.0362
S 2.5016 -1.5516 -0.4719 -0.1226
H -3.0218 -0.4342 -1.4950 0.2343
O 2.6512 2.2522 0.1027 -0.5644
H -3.7141 -0.2126 0.6822 0.2697
C 2.0760 1.1924 -0.1289 0.5845
N 2.6547 0.0183 0.1906 -0.3199
N -0.1432 -0.2299 0.0141 -0.1898
H -1.6055 -1.3188 1.0269 0.3103
```

The LUMO energy is 0.23 eV. Its multiplicity is 1. Its orbital gap is 0.3388 Ha. For the molar mass, the calculation gives 150.23 Da. The HOMO energy is -8.984 eV.

Here are the energies relative to the best structure, in hartree: P 0.0113; Q 0.0000; R 0.0585; S 0.0796.

P | A cluster of 2 separate species, C4H7N2O in total, computed with ωB97M-V with the def2-TZVPD basis set.

```
14
Properties=species:S:1:pos:R:3:mulliken_charge:R:1
O 1.5150 -0.7920 1.8261 -0.2816
C 0.6231 1.0232 -0.0378 -0.1958
H 1.6146 0.0782 -1.6757 0.0905
H 0.2025 -1.8446 3.0043 0.2931
N -1.2255 -0.3008 -0.4773 0.0517
H 0.6487 2.0206 -0.3319 0.3059
C 0.4106 -1.0015 2.2118 0.0204
H 1.4453 1.0652 0.7431 0.3065
H -2.1335 -0.6992 -0.3542 0.2053
C -0.2397 -0.6559 -1.3278 -0.0573
N 0.8080 0.1046 -1.2120 0.0424
H -0.2452 -1.5411 -2.0830 0.3449
C -0.7913 0.7090 0.3025 -0.5876
H -1.5072 1.1587 0.9021 0.4615
```

Its charge is +1. The LUMO energy (alpha / beta) is -4.49 / -4.14 eV. Its multiplicity is 1. Its orbital gap (alpha / beta) is 0.2927 / 0.2839 Ha. For the molar mass, the calculation gives 99.11 Da. The HOMO energy (alpha / beta) is -12.456 / -11.863 eV.

Q | The ion C4H7N2O with charge +1, computed with ωB97M-V with the def2-TZVPD basis set.

```
14
Properties=species:S:1:pos:R:3:mulliken_charge:R:1
C 0.8228 0.0782 0.5672 0.1404
N -1.0916 0.0955 -0.7305 -0.1998
H -2.5431 -0.0416 0.8853 0.3517
H -1.8492 -0.1202 -1.5240 0.3189
C 1.3938 -1.3294 0.9663 -0.1009
N -0.4387 0.2721 1.3549 -0.1850
H 1.6168 0.8850 0.8987 0.3416
O 0.6887 -2.0575 1.5739 -0.3954
C 0.3512 0.2028 -0.9020 -0.5819
C -1.4822 0.1992 0.5262 -0.0395
H 2.4711 -1.4933 0.6609 0.3560
H 0.6417 -0.7040 -1.3300 0.3512
H 0.6865 1.0178 -1.4641 0.3430
H -0.4918 0.0052 2.3201 0.2998
```

Its charge is +1. The LUMO energy is -3.89 eV. Its multiplicity is 1. The SMILES is O=C[C@H]1CNC=[NH+]1. Its orbital gap is 0.3872 Ha. For the molar mass, the calculation gives 99.11 Da. The HOMO energy is -14.423 eV.

R | The ion C4H7N2O with charge +1, computed with ωB97M-V with the def2-TZVPD basis set.

```
14
Properties=species:S:1:pos:R:3:mulliken_charge:R:1
N 0.2963 -0.9811 0.8905 -0.4242
H 0.9180 0.1682 -1.9256 0.3312
H -2.3890 -0.8472 -0.6639 0.3740
H -1.6851 1.4014 0.6305 0.2430
H -2.3370 -0.7507 1.0160 0.3178
C 0.6997 0.3252 -0.8158 -0.3207
H 2.6863 0.5935 -0.4425 0.2064
C -1.8324 -0.2352 0.0633 -0.5196
N 1.8914 0.0842 -0.1496 0.0707
C -0.3232 -0.4674 -0.1634 0.4968
C 1.6130 -0.6807 0.8211 -0.0802
H 2.3579 -1.0828 1.5062 0.4072
H 0.2401 1.4089 -0.8180 0.3019
O -2.1362 1.0639 0.0512 -0.4043
```

Its charge is +1. The LUMO energy is -5.73 eV. Its multiplicity is 1. The SMILES is OCC1=[N+]=CNC1. Its orbital gap is 0.3448 Ha. For the molar mass, the calculation gives 99.11 Da. The HOMO energy is -15.117 eV.

S | The ion C4H7N2O with charge +1, computed with ωB97M-V with the def2-TZVPD basis set.

```
14
Properties=species:S:1:pos:R:3:mulliken_charge:R:1
N 1.2632 -0.2957 0.1024 -0.0881
N 0.1990 1.5320 -0.4918 -0.1715
H 0.1997 -1.3714 -1.2278 0.4285
H 0.0421 2.6118 -0.4414 0.3105
H -1.2934 0.6757 -1.5656 0.4028
H -1.5673 0.4972 0.1623 0.2875
C -0.9268 -1.5222 0.8680 0.0350
H 2.1429 1.4594 0.4838 0.3761
C 1.2145 1.0134 0.1571 -0.0925
H -0.8761 -2.6497 0.8839 0.3658
O -1.5745 -0.8675 1.6331 -0.3888
C -0.8262 0.4877 -0.6985 -0.6021
H 2.0140 -0.7760 0.5311 0.1817
C -0.0114 -0.7947 -0.3967 -0.0448
```

Its charge is +1. The LUMO energy is -3.89 eV. Its multiplicity is 1. The SMILES is O=C[C@H]1CNC=[NH+]1. Its orbital gap is 0.3861 Ha. For the molar mass, the calculation gives 99.11 Da. The HOMO energy is -14.397 eV.

Here are the energies relative to the best structure, in hartree: P 0.1114; Q 0.0000; R 0.0876; S 0.0152.

P | A structure of composition C2H6N4O2, computed with ωB97M-V with the def2-TZVPD basis set.

```
14
Properties=species:S:1:pos:R:3:mulliken_charge:R:1
H 1.8195 -1.1036 -1.4710 0.3555
H 0.2477 -1.6058 1.1786 0.2574
H -1.7458 1.3056 -1.1070 0.3855
N 0.3343 0.9858 1.3045 -0.6535
C 1.5073 -0.1192 -1.0794 0.0086
N 0.0799 0.7252 -0.0565 0.1609
N 0.0136 -1.7624 0.2008 -0.6671
N 0.0519 -0.5719 -0.5273 0.1542
O -2.4391 -0.1364 0.1110 -0.4742
H -0.9520 -2.0872 0.1885 0.2752
O 2.1387 0.8448 -1.4596 -0.3719
C -1.5373 0.4748 -0.4150 0.0800
H -0.5110 1.2903 1.7826 0.2248
H 0.9924 1.7600 1.3499 0.2646
```

The LUMO energy is 0.24 eV. Its multiplicity is 1. Its orbital gap is 0.3234 Ha. For the molar mass, the calculation gives 118.10 Da. The HOMO energy is -8.555 eV.

Q | A cluster of 2 separate species, C2H6N4O2 in total, computed with ωB97M-V with the def2-TZVPD basis set.

```
14
Properties=species:S:1:pos:R:3:mulliken_charge:R:1
N -0.9689 1.1821 1.6804 -0.5758
H -1.8864 -1.2278 0.1127 0.2086
C -1.0629 -1.3385 -0.6274 -0.7315
H -0.7446 -2.3595 -0.7986 0.3664
N 1.2145 -1.0766 -0.1058 1.0843
O 1.5203 -2.1869 0.1029 -0.6841
H -1.2896 -0.7890 -1.6013 0.2622
H 1.6761 0.7436 -0.2668 0.4435
N 0.1128 -0.5424 -0.3172 -0.5232
O 2.2126 -0.1363 -0.1864 -0.5159
H -1.3935 0.3174 1.5268 0.2734
C -0.3403 1.7807 0.8386 0.7608
H 0.5186 3.3114 -0.3895 0.2512
N 0.4313 2.3218 0.0315 -0.6198
```

The LUMO energy is 0.74 eV. Its multiplicity is 1. The SMILES is C/N=[N+](\[O-])O.N=C=N. Its orbital gap is 0.3885 Ha. For the molar mass, the calculation gives 118.10 Da. The HOMO energy is -9.830 eV.

Here are the energies relative to the best structure, in hartree: P 0.0849; Q 0.0000.

P | A cluster of 2 separate species, C3H11NSi in total, computed with ωB97M-V with the def2-TZVPD basis set.

```
16
Properties=species:S:1:pos:R:3:mulliken_charge:R:1
H -0.3477 -1.7630 1.1785 0.2847
C -0.9399 -1.6816 0.2734 -1.0021
N 0.5903 0.8107 0.1629 -0.3777
H -0.9744 -0.0597 -1.9578 -0.1417
H 3.3823 -0.0152 1.0333 0.2896
H 3.6285 0.9609 -0.5208 0.3186
H -1.9754 -1.8802 0.5342 0.3219
C 3.3710 0.0470 -0.0324 -0.8647
C -2.1758 1.1404 0.1841 -0.9856
H 3.1267 -0.8160 -0.6124 0.3041
Si -0.7348 0.0384 -0.5056 0.4179
H -2.1107 2.1312 -0.2474 0.2933
H 0.9995 1.6316 -0.2531 0.2437
H -3.1247 0.6949 -0.0859 0.2927
H -2.1022 1.2178 1.2600 0.2996
H -0.6127 -2.4571 -0.4110 0.3056
```

The LUMO energy (alpha / beta) is 0.14 / -1.09 eV. Its multiplicity is 1. Its orbital gap (alpha / beta) is 0.3656 / 0.2841 Ha. For the molar mass, the calculation gives 89.21 Da. The HOMO energy (alpha / beta) is -9.806 / -8.826 eV.

Q | A cluster of 2 separate species, C3H11NSi in total, computed with ωB97M-V with the def2-TZVPD basis set.

```
16
Properties=species:S:1:pos:R:3:mulliken_charge:R:1
C 0.2426 1.5992 -0.1716 -0.9517
H -3.4413 -1.1270 -0.7043 0.3795
H 1.0349 -0.4820 1.9755 -0.1326
H 0.2513 1.5505 -1.3002 0.2797
H -3.3100 0.5683 -0.2167 0.3798
H 3.2502 -0.7696 0.6643 0.2873
H -0.7217 -2.0704 0.1373 0.2721
H 1.0496 2.2717 -0.0492 0.3754
Si 0.7928 -0.2456 0.4452 0.4926
N -0.1655 -1.3586 -0.3581 -0.4177
H 2.6543 -1.0487 -1.0661 0.2582
C -3.2028 -0.4157 -0.0520 -1.1215
H -0.7712 1.7450 0.3124 0.2101
C 2.7200 -0.3261 -0.1906 -1.0232
H 2.9590 0.6527 -0.3966 0.3286
H -3.3421 -0.5439 0.9707 0.3835
```

The LUMO energy (alpha / beta) is -0.20 / -1.47 eV. Its multiplicity is 1. Its orbital gap (alpha / beta) is 0.3370 / 0.2851 Ha. For the molar mass, the calculation gives 89.21 Da. The HOMO energy (alpha / beta) is -9.369 / -9.228 eV.

Here are the energies relative to the best structure, in hartree: P 0.0000; Q 0.0520.

P | A structure of composition C3H7N2P, computed with ωB97M-V with the def2-TZVPD basis set.

```
13
Properties=species:S:1:pos:R:3:mulliken_charge:R:1
N 2.2016 0.1771 0.3994 -0.1423
P 1.2824 -1.3311 -0.0670 0.0407
H 0.2966 1.5051 -1.5395 0.3998
H -0.2647 1.9240 0.0381 0.3178
N 1.7015 1.1931 0.0242 -0.2291
H 1.0252 -1.5913 1.3472 0.0158
C -1.3448 -0.5229 0.3690 -0.9822
C 0.4562 1.4211 -0.5112 -0.4253
H -0.8472 -0.6464 1.3794 0.2974
H -2.0814 0.3549 0.3642 0.2602
H -0.3324 -0.5089 -1.6203 0.5826
H -1.8578 -1.5241 0.4120 0.3140
C -0.2351 -0.4505 -0.5956 -0.4493
```

The LUMO energy is 0.93 eV. Its multiplicity is 1. Its orbital gap is 0.3434 Ha. For the molar mass, the calculation gives 102.08 Da. The HOMO energy is -8.415 eV.

Q | A cluster of 2 separate species, C3H7N2P in total, computed with ωB97M-V with the def2-TZVPD basis set.

```
13
Properties=species:S:1:pos:R:3:mulliken_charge:R:1
N 1.4320 0.6289 0.3966 0.5068
C -1.8750 0.6184 -0.4737 -0.6578
H 2.4695 -0.6534 -1.4922 0.3343
C 2.5966 -0.9601 -0.5270 -0.2517
H -2.4616 -0.1510 1.7877 0.0039
N 2.2522 -0.3199 0.4915 -0.5740
P -2.2628 -0.7414 0.6258 -0.0191
H -0.8538 -1.1553 1.1046 -0.0105
H -1.8753 0.3771 -1.5450 0.3038
H 3.2148 -1.8575 -0.3556 0.2495
H -2.5427 1.4427 -0.2750 0.3178
C 0.9102 1.6626 0.5742 -0.3012
H -1.0040 1.1091 -0.3118 0.0981
```

The LUMO energy is -0.11 eV. Its multiplicity is 1. Its orbital gap is 0.3294 Ha. For the molar mass, the calculation gives 102.08 Da. The HOMO energy is -9.076 eV.

R | A structure of composition C3H7N2P, computed with ωB97M-V with the def2-TZVPD basis set.

```
13
Properties=species:S:1:pos:R:3:mulliken_charge:R:1
C -0.2967 1.5518 0.1886 0.1155
C -0.7185 1.6981 1.5922 -0.1828
P 1.4525 1.0381 0.3749 0.1210
N 1.4106 1.1694 1.9659 -0.2618
H -0.8563 0.5361 -1.8249 0.3157
C -1.0101 0.4962 -0.6722 -1.2112
H -1.7143 1.8234 2.0125 0.4083
H -0.6012 -0.4640 -0.5256 0.3782
H -0.3351 2.4975 -0.3461 0.3831
N 0.1818 1.4438 2.4917 -0.4047
H -2.0636 0.5495 -0.4190 0.3074
H 2.4299 -1.0362 2.8037 0.2054
H 2.2832 -0.2777 2.5706 -0.1739
```

The LUMO energy is -0.84 eV. Its multiplicity is 1. Its orbital gap is 0.3125 Ha. For the molar mass, the calculation gives 102.08 Da. The HOMO energy is -9.349 eV.

Here are the energies relative to the best structure, in hartree: P 0.0071; Q 0.0421; R 0.0000.